[1]
The following is a DFT calculation (ωB97M-V with the def2-TZVPD basis set) of a 2-piece molecular cluster, C24H23NO2 overall.

Calculated values
Gap between HOMO and LUMO ... 2.74 eV
Relative energy (zero: lowest compared OMol25 entry of this formula, charge and spin) ... 3.808 eV

```
! RIJCOSX wB97M-V def2-TZVPD def2/J DEFGRID3
* xyz 0 1
C -5.31178 -4.26977 0.43461
O -4.14048 -3.46356 0.46210
C -2.91052 -4.08054 0.46362
C -2.66264 -5.47388 0.43031
C -1.32832 -5.92524 0.44123
C -0.26351 -5.04324 0.47141
C -0.45418 -3.59492 0.47386
O 0.43971 -2.70237 0.45207
C -1.84091 -3.20507 0.49942
H -6.15272 -3.57723 0.43697
H -5.32321 -4.86521 -0.47939
H -5.34447 -4.89518 1.32813
H -3.47712 -6.19385 0.39399
H -1.13867 -7.00131 0.42547
H 0.76044 -5.41585 0.48765
H -2.04366 -2.14389 0.53147
C 1.04946 1.02049 3.86146
C 1.71596 1.72292 2.74879
N 2.82069 2.46798 2.95843
C 3.27585 3.03381 1.76323
C 2.41501 2.61507 0.73384
C 2.73655 2.98550 -0.56487
C 3.85723 3.79650 -0.77770
C 4.72084 4.15843 0.26318
C 4.44003 3.75239 1.56531
C 1.40565 1.73037 1.35967
C 0.37132 1.02515 0.76483
C -0.12250 1.28956 -0.55543
C -0.30124 2.60596 -1.07449
C -0.67462 2.78430 -2.39890
C -0.89012 1.69197 -3.24594
C -1.15751 1.89373 -4.69836
C -0.81213 0.40379 -2.70296
C -0.47680 0.20155 -1.38331
H 0.13719 0.51881 3.54255
H 1.72550 0.26722 4.28643
H 0.80033 1.73992 4.65172
H 3.30124 2.59333 3.84227
H 2.13341 2.64562 -1.39586
H 4.07244 4.15418 -1.78102
H 5.61060 4.75759 0.06924
H 5.10120 3.98318 2.39290
H -0.06269 0.17376 1.29874
H -0.14802 3.46272 -0.42694
H -0.77452 3.79225 -2.79181
H -1.37324 0.93774 -5.18013
H -2.01180 2.56318 -4.84318
H -0.28582 2.33819 -5.19737
H -1.00718 -0.44430 -3.35226
H -0.40026 -0.81175 -0.98493
*
```


[2]
The following is a DFT calculation (ωB97M-V with the def2-TZVPD basis set) of C24H24B3Cl5F4N4O6Ti as an isolated structure.

Calculated values
Gap between HOMO and LUMO ... 4.74 eV

```
! RIJCOSX wB97M-V def2-TZVPD def2/J DEFGRID3
* xyz 2 1
Ti -0.26182 1.33924 -2.49958
C -2.76140 4.24635 -0.89110
C -1.91612 3.04300 -0.84621
N -1.85164 2.12524 -1.74088
O -2.05764 2.26976 -3.09352
B -1.22133 3.44706 -3.82786
F -0.22524 3.65655 -2.81281
F -1.96630 4.48569 -4.14282
O -0.57003 2.76156 -4.96061
N 0.24557 1.85388 -4.39689
C 1.09797 1.14713 -5.03604
C 1.28318 1.11305 -6.50179
C 1.99169 0.39251 -4.07565
N 1.62635 0.48026 -2.84009
O 2.51644 0.02219 -1.87462
B 3.22530 1.04088 -1.23102
F 4.02890 0.70396 -0.26996
F 3.05805 2.28792 -1.63684
O 1.21492 1.81968 0.41686
N 0.09102 2.09068 -0.32299
C -0.86617 2.78506 0.19944
C -0.94662 3.40870 1.53969
C 3.22018 -0.26425 -4.56891
H -3.28829 4.32883 -1.83823
H -2.15245 5.13648 -0.71784
H -3.48908 4.18999 -0.07409
H 0.67169 1.87324 -6.98047
H 0.97545 0.12934 -6.86947
H 2.33018 1.25684 -6.76971
H 0.00556 3.38694 2.05680
H -1.68856 2.88245 2.14304
H -1.27110 4.44534 1.43475
H 2.95578 -0.93714 -5.38822
H 3.72312 -0.81755 -3.78329
H 3.90183 0.48390 -4.98403
Cl -2.04711 0.14136 -5.52815
C -1.54873 -0.95657 -4.29923
C -1.06842 -0.48776 -3.07181
C -0.80206 -1.44341 -2.10587
Cl -0.37481 -0.80455 -0.54716
C -0.87634 -2.81001 -2.30140
Cl -0.48754 -3.89765 -1.04669
C -1.30330 -3.25472 -3.55689
Cl -1.41735 -4.92151 -3.86157
C -1.66038 -2.32659 -4.54770
Cl -2.23063 -2.88715 -6.05605
C 0.32274 -3.48894 6.85054
C -0.55294 -2.71662 5.86424
C -1.47447 -1.78252 6.66192
C -1.40165 -3.72259 5.07271
C 0.27584 -1.88770 4.88242
C 1.67129 -1.88358 4.89804
C 2.44366 -1.13518 4.00817
C 1.75485 -0.38471 3.09404
O 2.25227 0.45190 2.08470
B 1.12556 0.93485 1.50899
O -0.05541 0.49525 2.04040
C 0.37321 -0.37197 3.06868
C -0.39619 -1.10192 3.93309
H -0.31563 -4.06878 7.51697
H 0.92402 -2.82054 7.46937
H 0.98814 -4.19041 6.34445
H -2.02794 -2.35553 7.40686
H -2.20556 -1.28587 6.02180
H -0.89931 -1.01590 7.18359
H -1.97961 -4.34303 5.75880
H -0.76974 -4.37927 4.47194
H -2.10611 -3.22171 4.40621
H 2.19233 -2.48016 5.63147
H 3.52372 -1.14485 4.04347
H -1.47581 -1.06638 3.88462
*
```


Which value of gap between HOMO and LUMO does entry 1 give?
2.74 eV


Which value of gap between HOMO and LUMO does entry 1 give?
2.74 eV


Which value of gap between HOMO and LUMO does entry 1 give?
2.74 eV


Number 1 is which compound?
C24H23NO2